Run a
Computed, not measured: a 8-piece molecular cluster, C32H88N8O8 overall, with ωB97M-V/def2-TZVPD.

Each line ends with the Mulliken charge.
Cartesian coordinates (Å):
C 1.281 1.180 8.559  -0.7903
O 0.868 1.007 7.233  -0.2774
C -0.422 0.449 7.116  -0.8262
C -0.667 0.088 5.643  0.3707
C -0.035 -1.230 5.202  -1.1161
N -0.206 1.140 4.709  -0.4096
H 0.802 2.065 8.993  0.2791
H 2.366 1.215 8.580  0.2570
H 1.002 0.318 9.186  0.3238
H -0.494 -0.469 7.710  0.4295
H -1.160 1.219 7.384  0.3941
H -1.748 -0.020 5.503  0.2390
H 1.056 -1.147 5.135  0.3513
H -0.348 -1.430 4.174  -0.0642
H -0.300 -2.063 5.848  0.4244
H -0.408 2.059 5.094  0.2135
H 0.807 1.069 4.699  0.2118
C 3.676 0.442 -5.216  -0.7055
O 2.510 1.251 -5.265  -0.1624
C 1.639 0.851 -6.312  -0.7424
C 0.455 1.806 -6.326  0.6562
C -0.540 1.451 -7.400  -1.5566
N 0.833 3.220 -6.381  -0.6989
H 4.308 0.831 -4.422  0.1501
H 4.215 0.500 -6.167  0.3557
H 3.411 -0.598 -4.998  0.2666
H 2.188 0.902 -7.266  0.4218
H 1.300 -0.177 -6.118  0.3027
H -0.057 1.678 -5.363  0.1203
H -0.050 1.292 -8.368  0.3324
H -1.256 2.259 -7.556  0.3962
H -1.151 0.575 -7.175  0.3463
H 1.221 3.468 -5.478  0.3188
H 1.585 3.377 -7.046  0.2583
C 1.517 0.914 -2.200  -0.2254
O 1.722 1.589 -0.958  -0.1556
C 0.494 1.925 -0.323  -0.9384
C 0.387 1.251 1.031  0.7206
C 0.331 -0.257 0.930  -0.1878
N -0.866 1.718 1.651  -0.2112
H 1.220 1.587 -3.010  0.3411
H 0.730 0.180 -2.007  0.2103
H 2.457 0.463 -2.511  -0.2887
H 0.520 3.011 -0.145  0.2603
H -0.329 1.775 -1.029  0.1907
H 1.235 1.698 1.567  0.2838
H -0.481 -0.538 0.258  -0.0607
H 0.138 -0.645 1.933  -0.1804
H 1.268 -0.682 0.573  -0.0050
H -1.026 1.212 2.526  -0.0547
H -0.766 2.639 2.079  0.2863
C -2.815 7.451 0.441  -0.6954
O -3.925 7.014 1.161  -0.4279
C -4.117 5.599 1.083  -0.8484
C -3.134 4.800 1.952  0.5544
C -3.757 3.499 2.419  -0.9635
N -2.660 5.516 3.132  -0.6433
H -1.910 6.859 0.615  0.2966
H -2.615 8.482 0.741  0.2440
H -3.030 7.481 -0.637  0.3059
H -5.147 5.416 1.384  0.3791
H -3.961 5.331 0.029  0.3803
H -2.228 4.584 1.379  0.1985
H -2.950 2.811 2.674  0.0158
H -4.409 3.033 1.682  0.2985
H -4.278 3.643 3.370  0.4693
H -2.218 6.385 2.859  0.2671
H -3.444 5.788 3.717  0.2593
C -2.998 0.404 -1.720  -0.7310
O -4.143 -0.141 -1.121  -0.4750
C -4.209 0.217 0.247  0.0138
C -5.549 -0.175 0.829  0.2917
C -5.789 -1.673 0.877  -1.1876
N -6.629 0.571 0.159  -0.7076
H -3.157 1.437 -2.062  0.4244
H -2.750 -0.169 -2.617  0.4003
H -2.150 0.401 -1.028  0.1085
H -3.444 -0.300 0.846  -0.3376
H -4.112 1.302 0.333  0.4081
H -5.532 0.203 1.859  0.3392
H -6.740 -1.940 1.336  0.4299
H -5.016 -2.199 1.455  0.1199
H -5.702 -2.131 -0.113  0.1601
H -6.904 0.096 -0.695  0.2670
H -7.449 0.543 0.756  0.2999
C 4.807 2.136 -1.589  -0.2697
O 5.466 0.956 -1.141  -0.4398
C 4.721 0.184 -0.234  0.1456
C 5.658 -0.715 0.553  0.3147
C 4.837 -1.779 1.271  -1.1463
N 6.495 0.008 1.500  -0.7017
H 4.119 1.856 -2.395  -0.1962
H 5.573 2.773 -2.024  0.3539
H 4.230 2.581 -0.778  0.2922
H 4.166 0.835 0.460  0.2260
H 3.971 -0.441 -0.747  -0.3033
H 6.303 -1.208 -0.179  0.4112
H 4.115 -1.373 1.987  0.2351
H 5.479 -2.379 1.923  0.3769
H 4.355 -2.438 0.554  0.1293
H 7.305 0.430 1.063  0.3062
H 5.990 0.798 1.892  0.2767
C 1.174 -3.287 -1.849  -0.2888
O 2.100 -4.254 -2.244  -0.4308
C 2.954 -3.828 -3.310  -0.3055
C 4.311 -4.439 -3.071  0.5396
C 4.961 -3.920 -1.807  -1.3769
N 5.185 -4.205 -4.239  -0.7097
H 0.349 -3.786 -1.338  0.1025
H 0.763 -2.730 -2.700  0.3490
H 1.633 -2.563 -1.163  0.1056
H 2.493 -4.168 -4.244  0.3467
H 3.034 -2.734 -3.329  -0.0491
H 4.183 -5.523 -2.934  0.2025
H 5.060 -2.827 -1.777  0.2520
H 5.957 -4.321 -1.625  0.4275
H 4.288 -4.149 -0.978  0.3021
H 6.132 -4.497 -4.031  0.2439
H 4.886 -4.773 -5.023  0.2454
C -3.411 -3.484 -1.487  -0.0194
O -3.817 -4.198 -0.325  -0.2137
C -2.853 -5.038 0.276  -0.8680
C -2.653 -4.716 1.749  0.6105
C -2.043 -3.347 1.966  -0.6071
N -1.822 -5.787 2.313  -0.6896
H -3.652 -2.421 -1.429  -0.1549
H -3.830 -4.017 -2.342  0.2941
H -2.320 -3.459 -1.641  0.0056
H -3.268 -6.054 0.249  0.2196
H -1.902 -5.023 -0.269  0.3277
H -3.655 -4.707 2.192  0.2236
H -2.667 -2.570 1.500  -0.3502
H -1.051 -3.220 1.520  0.4068
H -1.992 -3.037 3.014  0.3658
H -1.212 -5.475 3.054  0.2641
H -1.265 -6.223 1.591  0.2487

Properties
SMILES string   COC[C@H](C)N.COC[C@H](C)N.COC[C@H](C)N.COC[C@H](C)N.COC[C@H](C)N.COC[C@H](C)N.COC[C@H](C)N.COC[C@H](C)N
HOMO level   -0.3332 Eh



Run b
Computed, not measured: a 8-piece molecular cluster, C32H88N8O8 overall, with ωB97M-V/def2-TZVPD.

Each line ends with the Mulliken charge.
Cartesian coordinates (Å):
C -5.780 6.562 -2.303  -0.6020
O -4.475 6.651 -2.809  -0.3497
C -3.603 5.720 -2.280  -0.7445
C -3.414 5.732 -0.714  0.6485
C -3.068 6.975 0.058  -1.5460
N -2.372 4.820 -0.384  -0.6864
H -6.444 7.271 -2.798  0.2282
H -5.777 6.800 -1.239  0.2246
H -6.090 5.559 -2.596  0.2925
H -3.813 4.717 -2.651  0.3224
H -2.667 6.044 -2.734  0.3161
H -4.409 5.460 -0.362  0.2600
H -2.046 7.266 -0.187  0.4059
H -3.255 6.849 1.125  0.3790
H -3.773 7.740 -0.266  0.3752
H -2.786 3.903 -0.291  0.2050
H -2.014 5.074 0.525  0.2718
C -3.930 -0.750 1.170  -0.7078
O -2.663 -0.752 0.422  -0.2896
C -1.975 -1.977 0.443  -0.7996
C -0.633 -2.002 -0.328  0.6869
C 0.046 -3.351 -0.376  -1.5103
N 0.407 -1.157 0.342  -0.6817
H -3.705 -0.786 2.236  0.2949
H -4.503 -1.583 0.764  0.3187
H -4.420 0.162 0.829  0.2173
H -1.796 -2.128 1.507  0.3529
H -2.616 -2.811 0.158  0.3436
H -0.749 -1.683 -1.364  0.2147
H 0.332 -3.744 0.600  0.3478
H 0.928 -3.395 -1.015  0.4116
H -0.697 -4.026 -0.800  0.3658
H -0.045 -0.258 0.430  0.2292
H 1.266 -1.231 -0.183  0.2054
C 11.682 -9.438 -2.512  -0.6379
O 10.591 -9.177 -1.671  -0.3326
C 9.345 -9.260 -2.383  -0.8613
C 8.959 -7.934 -3.106  0.5782
C 8.072 -7.045 -2.076  -1.3506
N 8.226 -8.199 -4.401  -0.5879
H 11.670 -8.646 -3.261  0.2626
H 11.571 -10.475 -2.830  0.2906
H 12.533 -9.275 -1.851  0.2276
H 9.296 -10.157 -3.000  0.5242
H 8.740 -9.553 -1.525  0.3204
H 9.809 -7.328 -3.420  0.1522
H 7.634 -6.172 -2.559  0.3809
H 8.709 -6.701 -1.261  0.3239
H 7.265 -7.672 -1.696  0.3108
H 7.708 -9.059 -4.284  0.1785
H 7.776 -7.418 -4.857  0.2202
C -7.821 -6.263 -9.633  -0.7758
O -6.804 -5.256 -9.703  -0.3164
C -6.232 -4.939 -8.448  -0.9514
C -5.256 -3.778 -8.643  0.5271
C -4.296 -3.457 -7.470  -1.2656
N -6.055 -2.541 -8.815  -0.7663
H -8.202 -6.458 -10.635  0.2764
H -8.708 -6.155 -9.008  0.3088
H -7.357 -7.199 -9.321  0.3193
H -6.974 -4.769 -7.668  0.4051
H -5.596 -5.730 -8.050  0.4097
H -4.815 -3.967 -9.621  0.3104
H -4.757 -3.002 -6.594  0.3205
H -3.511 -2.796 -7.836  0.3430
H -3.876 -4.437 -7.242  0.3466
H -5.554 -1.937 -9.451  0.2275
H -6.901 -2.915 -9.220  0.2810
C 6.699 9.041 1.881  -0.7649
O 6.167 8.563 0.671  -0.3018
C 5.162 7.593 0.840  -0.7378
C 4.989 7.197 -0.623  0.5240
C 4.228 8.172 -1.535  -1.4650
N 4.183 6.037 -0.611  -0.6861
H 5.923 9.709 2.254  0.3155
H 7.609 9.586 1.630  0.2327
H 6.973 8.304 2.636  0.2944
H 5.525 6.844 1.544  0.4494
H 4.383 8.206 1.294  0.3358
H 5.933 6.947 -1.108  0.2127
H 4.469 7.969 -2.578  0.3716
H 4.567 9.206 -1.469  0.3640
H 3.155 8.025 -1.411  0.3482
H 3.759 5.924 -1.520  0.2550
H 3.489 6.174 0.110  0.2528
C 1.983 0.825 8.649  -0.7679
O 1.625 -0.002 7.505  -0.3910
C 2.111 0.579 6.245  -0.9913
C 1.273 1.772 5.802  0.7079
C -0.193 1.392 5.730  -1.2559
N 1.887 2.286 4.578  -0.7226
H 1.233 1.573 8.905  0.2607
H 2.965 1.297 8.679  0.3387
H 2.045 0.168 9.517  0.2887
H 3.188 0.689 6.366  0.4388
H 2.000 -0.248 5.543  0.4078
H 1.189 2.560 6.550  0.2516
H -0.434 0.330 5.768  0.2879
H -0.670 1.786 4.833  0.3879
H -0.719 1.826 6.581  0.2647
H 2.623 2.968 4.694  0.2305
H 2.311 1.515 4.082  0.2627
C 7.728 -1.968 3.107  -0.7601
O 8.225 -1.270 1.959  -0.3095
C 7.244 -0.818 1.163  -0.7316
C 7.832 -0.115 -0.115  0.3714
C 8.596 1.156 0.207  -1.4054
N 6.781 0.202 -1.084  -0.6595
H 7.234 -1.306 3.819  0.3071
H 8.568 -2.381 3.665  0.2681
H 7.003 -2.754 2.896  0.3084
H 6.681 -1.681 0.807  0.3833
H 6.527 -0.198 1.701  0.3202
H 8.492 -0.869 -0.543  0.3180
H 8.070 1.999 0.654  0.3490
H 9.070 1.424 -0.737  0.3701
H 9.327 0.877 0.967  0.3583
H 7.109 0.160 -2.038  0.2566
H 6.419 1.121 -0.870  0.2556
C -11.281 2.165 3.414  -0.7379
O -11.958 1.345 4.339  -0.3043
C -11.917 -0.122 4.165  -0.6424
C -12.906 -0.786 5.182  0.6488
C -12.556 -0.818 6.633  -1.5598
N -13.106 -2.172 4.842  -0.7361
H -11.446 3.214 3.661  0.2463
H -11.630 2.091 2.384  0.2941
H -10.205 1.999 3.468  0.2952
H -12.345 -0.287 3.176  0.2735
H -10.916 -0.547 4.081  0.3736
H -13.884 -0.309 5.126  0.1750
H -13.254 -1.328 7.297  0.4512
H -12.637 0.216 6.970  0.3506
H -11.569 -1.109 6.990  0.3173
H -13.762 -1.993 4.095  0.2824
H -13.497 -2.516 5.708  0.2726

Properties
SMILES string   COC[C@H](C)N.COC[C@H](C)N.COC[C@H](C)N.COC[C@H](C)N.COC[C@H](C)N.COC[C@H](C)N.COC[C@H](C)N.COC[C@H](C)N
HOMO level   -0.3280 Eh



Run c
Computed, not measured: C32H88N8O8 as an isolated structure, with ωB97M-V/def2-TZVPD.

Each line ends with the Mulliken charge.
Cartesian coordinates (Å):
C 20.477 -18.162 -10.152  -1.1519
C 19.832 -16.787 -10.207  0.3059
C 18.347 -16.728 -9.570  0.3701
O 17.887 -15.432 -9.591  -0.3878
C 16.717 -14.955 -8.981  -0.8351
N 20.652 -15.849 -9.565  -0.8267
H 21.530 -18.143 -10.432  0.4572
H 19.810 -18.782 -10.751  0.4023
H 20.406 -18.489 -9.114  -0.0076
H 19.819 -16.530 -11.266  0.3610
H 18.324 -17.027 -8.522  -0.6442
H 17.739 -17.439 -10.131  0.3209
H 16.714 -15.169 -7.912  -0.4210
H 15.759 -15.301 -9.369  0.4978
H 16.705 -13.865 -9.014  0.2579
H 20.057 -15.078 -9.299  0.2996
H 20.938 -16.259 -8.687  0.3093
C 20.003 -9.747 -3.922  -0.4613
C 20.656 -10.700 -2.917  1.0298
C 19.761 -11.222 -1.746  -0.3762
O 18.876 -10.292 -1.040  -0.1426
C 19.592 -9.304 -0.407  -1.3267
N 21.261 -11.827 -3.642  -0.9387
H 19.650 -8.885 -3.354  0.2984
H 19.148 -10.229 -4.398  -0.1680
H 20.703 -9.446 -4.701  0.5290
H 21.485 -10.163 -2.457  0.3830
H 20.347 -11.857 -1.082  0.4854
H 19.097 -11.956 -2.203  -0.5416
H 19.101 -8.705 0.360  0.3252
H 19.808 -8.475 -1.081  0.2607
H 20.566 -9.649 -0.061  0.4184
H 20.480 -12.309 -4.063  0.7850
H 21.647 -11.454 -4.498  0.5436
C 18.847 -19.867 -7.800  -1.1348
C 18.882 -19.465 -6.260  0.3869
C 18.048 -18.177 -5.920  -0.0704
O 18.704 -17.003 -6.362  -0.5381
C 17.911 -15.815 -6.092  -0.2053
N 18.423 -20.578 -5.473  -0.8016
H 19.786 -19.575 -8.271  -0.1734
H 18.123 -19.289 -8.375  0.2598
H 18.567 -20.899 -8.012  0.5776
H 19.905 -19.414 -5.888  0.2968
H 17.787 -18.102 -4.864  0.1064
H 17.085 -18.314 -6.413  -0.0510
H 17.585 -15.664 -5.062  0.4608
H 17.024 -15.904 -6.719  1.0506
H 18.480 -14.890 -6.180  0.4265
H 17.903 -20.150 -4.720  0.2651
H 17.819 -21.108 -6.085  0.2921
C 15.241 -10.638 -1.915  -1.7847
C 16.742 -10.189 -2.173  2.3330
C 16.943 -9.246 -3.415  -0.6128
O 16.358 -9.903 -4.582  -0.2155
C 16.548 -9.072 -5.728  -0.7201
N 17.186 -9.572 -0.970  -1.0554
H 15.080 -11.178 -0.982  0.4752
H 14.748 -11.240 -2.678  0.2588
H 14.588 -9.778 -1.765  0.4126
H 17.232 -11.157 -2.280  -1.2654
H 18.004 -9.173 -3.650  -0.0619
H 16.623 -8.209 -3.307  0.6703
H 17.573 -8.903 -6.060  0.3083
H 15.973 -8.146 -5.722  0.3411
H 16.064 -9.579 -6.563  0.1190
H 18.193 -9.494 -0.969  1.0360
H 16.975 -10.079 -0.122  0.3201
C 14.124 -12.130 -9.338  -1.1462
C 12.707 -12.233 -8.761  0.1352
C 11.726 -11.761 -9.851  -0.7525
O 10.459 -11.267 -9.484  -0.4091
C 9.680 -12.213 -8.810  -0.8143
N 12.520 -13.612 -8.280  -0.3333
H 14.159 -12.265 -10.419  0.2954
H 14.739 -12.892 -8.861  0.2162
H 14.453 -11.128 -9.062  0.4621
H 12.657 -11.643 -7.846  0.5680
H 11.628 -12.529 -10.618  0.4064
H 12.133 -10.833 -10.253  0.2847
H 8.710 -12.188 -9.307  0.3239
H 9.594 -11.973 -7.751  0.2797
H 10.037 -13.237 -8.921  0.3187
H 13.235 -13.643 -7.567  0.3350
H 11.671 -13.545 -7.736  0.5710
C 14.821 -16.599 -7.487  -1.0697
C 13.957 -15.397 -7.793  1.2294
C 14.219 -14.999 -9.308  -1.3609
O 15.259 -14.079 -9.504  -0.5524
C 15.608 -13.926 -10.856  -0.9920
N 12.574 -15.586 -7.539  -0.7061
H 14.306 -17.503 -7.810  0.9542
H 14.894 -16.682 -6.403  -0.6919
H 15.765 -16.502 -8.023  -0.1177
H 14.415 -14.603 -7.204  -0.8376
H 13.310 -14.614 -9.769  0.8835
H 14.314 -15.825 -10.013  0.4060
H 14.688 -13.643 -11.366  0.5706
H 16.000 -14.852 -11.279  0.2592
H 16.380 -13.165 -10.972  0.1706
H 12.035 -14.732 -7.553  0.2537
H 12.240 -16.113 -8.332  0.4495
C 15.675 -13.968 -7.132  -0.2313
C 16.651 -13.487 -6.093  1.1129
C 17.651 -12.334 -6.450  -1.8983
O 18.510 -12.172 -5.292  0.0209
C 19.352 -11.034 -5.382  0.2874
N 15.915 -13.075 -4.959  0.0391
H 16.110 -14.381 -8.042  -0.6138
H 14.860 -13.303 -7.417  1.2270
H 15.033 -14.658 -6.585  -0.2449
H 17.243 -14.299 -5.672  -0.8609
H 17.197 -11.392 -6.758  0.3589
H 18.276 -12.595 -7.304  0.9583
H 19.599 -10.708 -6.392  0.5524
H 20.188 -11.305 -4.736  -1.8720
H 18.792 -10.202 -4.956  -0.6440
H 16.575 -12.906 -4.214  -0.3452
H 15.414 -12.198 -4.983  0.5570
C 14.641 -18.351 -2.872  -1.9637
C 15.274 -17.541 -3.977  0.4545
C 15.118 -15.979 -4.014  -0.2985
O 15.820 -15.464 -2.814  -0.5131
C 15.947 -14.055 -2.973  -0.8841
N 16.731 -17.915 -4.011  -0.3047
H 13.594 -18.070 -2.759  0.4859
H 14.969 -18.352 -1.832  0.3470
H 14.452 -19.361 -3.236  0.4952
H 14.879 -17.936 -4.913  0.1025
H 14.084 -15.637 -3.971  0.6296
H 15.450 -15.619 -4.988  -0.1603
H 14.991 -13.568 -2.782  0.3782
H 16.276 -13.669 -3.938  -0.0934
H 16.651 -13.562 -2.303  0.4484
H 17.253 -17.256 -3.451  0.3293
H 16.708 -18.772 -3.477  0.4369

Properties
HOMO level   -0.2590 Eh



Out of the structures above, which one is the least stable? Solution: run c.